Entry 1:
Formula: C45H42N8O15
Source: OMol25
Level of theory: ωB97M-V/def2-TZVPD

Atoms and positions in Å:
1 O 4.31 7.73 0.53
2 N 3.52 6.88 0.16
3 O 3.71 6.27 -0.81
4 C 2.31 6.45 1.10
5 C 2.02 7.31 2.34
6 C 0.82 6.87 3.33
7 C 0.15 5.51 3.05
8 C 0.54 4.79 1.81
9 C 1.82 5.13 0.99
10 H 2.58 8.10 2.37
11 H 0.46 7.35 4.09
12 H -0.35 5.28 3.75
13 H 0.04 3.89 1.58
14 H 2.02 4.29 0.09
15 O -0.57 0.19 -4.73
16 N -1.88 0.18 -4.78
17 O -2.56 0.77 -4.03
18 C -2.51 -0.55 -5.94
19 C -3.94 -0.04 -6.31
20 C -4.62 -0.57 -7.63
21 C -3.76 -1.51 -8.50
22 C -2.46 -2.02 -8.10
23 C -1.78 -1.52 -6.79
24 H -4.42 0.70 -5.54
25 H -5.76 -0.48 -7.82
26 H -4.34 -1.94 -9.26
27 H -1.89 -2.62 -8.78
28 H -0.66 -1.74 -6.47
29 O 0.99 -5.99 -8.37
30 N 0.53 -5.01 -7.68
31 O 0.23 -3.97 -8.17
32 C 1.00 -5.00 -6.27
33 C 1.14 -6.38 -5.49
34 C 1.55 -6.30 -4.00
35 C 1.91 -4.92 -3.35
36 C 1.83 -3.73 -4.10
37 C 1.27 -3.67 -5.49
38 H 0.73 -7.36 -5.71
39 H 1.47 -7.17 -3.46
40 H 2.10 -4.93 -2.32
41 H 1.96 -2.91 -3.51
42 H 1.28 -2.74 -5.93
43 O -5.17 0.67 0.97
44 N -4.06 1.22 0.81
45 O -3.43 1.34 -0.24
46 C -3.44 1.66 2.09
47 C -4.30 1.93 3.26
48 C -3.72 2.51 4.56
49 C -2.16 2.70 4.65
50 C -1.35 2.32 3.56
51 C -1.83 1.95 2.19
52 H -5.42 1.95 3.24
53 H -4.37 2.61 5.52
54 H -1.75 3.10 5.39
55 H -0.40 2.48 3.62
56 H -1.17 1.72 1.50
57 O 2.12 1.61 3.78
58 N 3.09 2.23 3.14
59 O 3.82 1.65 2.35
60 C 3.46 3.59 3.57
61 C 4.72 4.35 3.05
62 C 5.18 5.69 3.70
63 C 4.24 6.19 4.78
64 C 3.14 5.47 5.36
65 C 2.70 4.14 4.74
66 H 5.15 3.86 2.42
67 H 6.15 6.05 3.23
68 H 4.58 7.20 5.45
69 H 2.44 5.82 6.11
70 H 1.74 3.61 5.02
71 O 3.14 -4.85 2.27
72 N 2.07 -4.15 1.90
73 O 1.94 -3.73 0.67
74 C 1.18 -3.62 2.88
75 C 1.11 -4.39 4.24
76 C 0.20 -3.80 5.38
77 C -0.68 -2.69 5.07
78 C -0.77 -2.13 3.80
79 C 0.13 -2.51 2.68
80 H 1.75 -5.11 4.47
81 H 0.49 -4.12 6.40
82 H -1.19 -2.28 5.74
83 H -1.49 -1.40 3.64
84 H 0.17 -1.80 1.69
85 O -0.03 -6.17 -0.51
86 N -0.72 -6.01 0.52
87 O -0.72 -6.87 1.34
88 C -1.55 -4.79 0.63
89 C -2.20 -4.37 1.84
90 C -3.12 -3.12 1.87
91 C -3.02 -2.13 0.55
92 C -2.14 -2.41 -0.51
93 C -1.37 -3.70 -0.53
94 H -2.02 -5.06 2.64
95 H -3.95 -2.83 2.64
96 H -3.72 -1.42 0.49
97 H -2.01 -1.69 -1.29
98 H -0.89 -3.87 -1.53
99 C 1.10 -0.63 -1.65
100 N 0.98 0.59 -0.94
101 C -0.17 1.46 -1.38
102 C 1.54 0.78 0.23
103 O 1.32 1.83 0.78
104 H 2.05 -0.34 -2.21
105 H 0.39 -0.56 -2.49
106 H 1.04 -1.53 -1.11
107 H -1.19 1.23 -1.04
108 H -0.43 1.43 -2.51
109 H -0.22 2.52 -1.09
110 H 2.20 0.00 0.77

## Properties
LUMO energy: -1.642 eV
Gap between HOMO and LUMO: 7.33 eV
ΔE to the lowest compared entry with this formula, charge and spin: 2794.6 kJ/mol
Max |F|: 17.31 eV/A

Entry 2:
Formula: C45H43AsCrN4O4PS3
Source: OMol25
Level of theory: ωB97M-V/def2-TZVPD

Atoms and positions in Å:
1 Cr -0.76 -1.02 1.56
2 O -1.77 -1.46 3.24
3 N -1.35 -2.51 3.99
4 C -1.74 -2.48 5.34
5 C -1.40 -3.53 6.17
6 C -0.67 -4.61 5.70
7 C -0.31 -4.61 4.31
8 C -0.65 -3.55 3.47
9 S -0.14 -3.44 1.81
10 H -2.39 -1.65 5.59
11 H -1.73 -3.49 7.21
12 H -0.41 -5.43 6.34
13 H 0.26 -5.42 3.87
14 O -2.18 -1.60 -0.26
15 N -3.37 -2.16 -0.21
16 C -3.50 -3.36 0.38
17 C -4.70 -4.00 0.48
18 C -5.83 -3.37 -0.05
19 C -5.69 -2.16 -0.67
20 C -4.44 -1.50 -0.80
21 S -4.23 -0.06 -1.67
22 H -2.57 -3.73 0.79
23 H -4.75 -4.96 0.99
24 H -6.81 -3.83 0.03
25 H -6.54 -1.64 -1.10
26 C -0.50 -0.06 -2.09
27 C -0.44 1.44 -2.33
28 As -1.03 1.87 -4.15
29 C -0.26 3.68 -4.24
30 C 0.06 4.42 -3.11
31 C 0.58 5.70 -3.23
32 C 0.80 6.26 -4.48
33 C 0.48 5.53 -5.61
34 C -0.05 4.26 -5.49
35 C 0.46 0.97 -5.06
36 C 0.17 -0.01 -6.00
37 C 1.19 -0.73 -6.62
38 C 2.51 -0.47 -6.29
39 C 2.81 0.51 -5.35
40 C 1.79 1.23 -4.74
41 P 0.48 -0.65 -0.63
42 C 1.13 -2.26 -1.20
43 C 0.45 -3.05 -2.12
44 C 0.92 -4.31 -2.45
45 C 2.06 -4.81 -1.85
46 C 2.73 -4.05 -0.90
47 C 2.25 -2.79 -0.56
48 C 1.96 0.42 -0.73
49 C 2.00 1.55 0.09
50 C 3.04 2.46 -0.01
51 C 4.06 2.25 -0.93
52 C 4.04 1.13 -1.74
53 C 3.00 0.21 -1.64
54 H -0.12 -0.61 -2.96
55 H -1.52 -0.38 -1.88
56 H 0.56 1.85 -2.20
57 H -1.11 1.93 -1.63
58 H -0.10 4.00 -2.12
59 H 0.82 6.26 -2.33
60 H 1.21 7.26 -4.56
61 H 0.64 5.96 -6.60
62 H -0.30 3.69 -6.39
63 H -0.86 -0.23 -6.24
64 H 0.95 -1.50 -7.34
65 H 3.31 -1.03 -6.76
66 H 3.84 0.71 -5.08
67 H 2.03 1.98 -4.00
68 H -0.47 -2.69 -2.57
69 H 0.37 -4.91 -3.17
70 H 2.43 -5.80 -2.11
71 H 3.60 -4.45 -0.39
72 H 2.75 -2.22 0.22
73 H 1.19 1.70 0.80
74 H 3.05 3.33 0.63
75 H 4.87 2.97 -1.01
76 H 4.84 0.96 -2.45
77 H 2.98 -0.66 -2.29
78 N 1.73 -2.24 4.82
79 C 1.38 -1.01 4.35
80 S 1.82 -0.53 2.82
81 N 0.60 -0.30 5.21
82 C 0.35 1.07 5.23
83 C -0.83 1.50 5.84
84 C -1.12 2.84 5.95
85 C -0.24 3.79 5.45
86 C 0.94 3.37 4.86
87 C 1.24 2.02 4.75
88 H 1.92 -2.89 4.06
89 H 1.11 -2.65 5.51
90 H -0.08 -0.88 5.71
91 H -1.54 0.75 6.18
92 H -2.06 3.15 6.39
93 H -0.48 4.85 5.51
94 H 1.64 4.10 4.45
95 H 2.15 1.70 4.26
96 C -1.93 3.12 0.71
97 O -1.36 1.84 0.58
98 C -1.31 1.07 1.79
99 O -1.60 1.68 2.80
100 H -2.01 3.54 -0.30
101 H -1.33 3.78 1.34
102 H -2.93 3.07 1.14

## Properties
LUMO energy (spin up / spin down): 3.931 / 3.931 eV
Gap between HOMO and LUMO (spin up / spin down): 3.54 / 5.80 eV
ΔE to the lowest compared entry with this formula, charge and spin: 8.8 kJ/mol
Multiplicity: 6
Max |F|: 0.71 eV/A
Net charge: -2